Molecular formula: C50H105Cl2N4O10S3
Method: DFT, wB97M-V/def2-TZVPD

The geometry in XYZ format:
```
174
Properties=species:S:1:pos:R:3:forces:R:3:mulliken_charge:R:1
C -4.045 -0.616 0.636 -0.34 -0.52 -0.95 -0.892
C -3.400 -1.667 -0.445 -0.47 1.43 -0.98 -0.445
C -1.906 -1.115 -0.830 0.22 0.17 -0.75 -0.148
C -0.663 -1.889 -0.093 -0.69 0.14 0.34 -0.509
C 0.548 -2.363 -1.121 -0.78 -1.83 2.84 -0.039
N 1.075 -1.259 -2.008 0.32 0.19 1.57 0.637
C 1.519 -0.125 -1.080 -0.45 2.56 0.79 -0.615
C 2.577 0.927 -1.781 1.02 -0.27 1.05 -0.446
C 2.412 2.358 -1.001 0.53 -0.06 1.17 -0.185
C 3.558 2.361 0.216 -0.60 1.36 -0.53 -0.589
C 3.190 3.593 1.286 2.55 0.36 -1.06 -0.287
S 1.650 3.258 2.297 -0.38 1.59 -0.72 -0.060
C 0.470 4.711 2.308 -1.32 0.27 -0.53 -0.062
S -1.217 4.343 2.478 4.15 1.09 -0.16 -0.065
N 1.002 6.124 2.207 1.18 4.13 0.80 0.184
C 1.671 6.888 1.087 0.64 1.94 1.73 -0.123
C 2.081 8.398 1.576 -2.98 -6.48 1.53 -0.385
N 1.597 8.488 3.007 -1.23 -5.72 -2.70 -0.522
C 0.946 7.130 3.343 1.68 1.90 -2.49 -0.086
N 2.493 0.997 -3.288 1.22 -0.18 0.20 0.921
C 3.594 1.885 -3.835 0.80 0.87 -0.55 -0.637
C 2.995 3.292 -4.511 -6.49 3.19 2.24 0.372
O 1.853 3.881 -4.108 7.96 -4.26 -2.58 -0.440
Cl 3.860 4.154 -5.955 -0.81 -1.60 2.06 -0.149
C 2.465 -0.369 -3.943 0.10 -1.25 -1.19 -1.077
C 1.288 -0.338 -5.092 -0.90 -0.27 0.04 0.113
C 1.512 0.766 -6.282 -1.22 -0.35 -0.93 -0.914
C 0.303 1.890 -6.158 -0.17 -0.30 1.40 -0.294
C -1.166 1.237 -6.623 1.35 0.33 -1.27 -0.643
S -2.505 1.438 -5.315 -4.03 -4.31 4.40 0.832
O -3.741 0.500 -5.530 4.73 3.68 -0.54 -0.554
O -2.027 1.210 -3.861 -0.13 1.34 -4.82 -0.460
Cl -3.234 3.428 -5.439 0.96 -1.42 -0.17 -0.143
C 2.279 -1.620 -2.848 1.28 -0.93 -1.83 0.239
C 2.132 -3.092 -3.625 0.84 0.45 -1.33 -0.620
C 3.234 -4.206 -3.103 0.28 0.55 0.54 -1.130
C 3.042 -4.680 -1.547 1.27 -1.68 -0.78 0.208
O 3.898 -3.820 -0.716 -1.41 -1.16 0.48 -0.393
C 3.904 -4.230 0.697 0.25 0.73 1.46 -0.590
H -3.877 0.488 0.213 -0.24 -2.45 1.13 0.282
H -3.533 -0.793 1.673 -1.25 0.63 -1.85 0.245
H -5.212 -0.796 0.633 2.43 0.36 0.53 0.280
H -3.448 -2.794 -0.135 0.32 2.20 -0.35 0.199
H -4.057 -1.566 -1.436 1.44 -0.31 2.15 0.291
H -1.834 0.046 -0.576 -0.28 -2.52 -0.59 0.152
H -1.822 -1.190 -2.018 0.02 0.09 2.39 -0.017
H -1.134 -2.848 0.434 1.38 1.83 -1.31 0.538
H -0.269 -1.211 0.792 -0.58 -1.45 -1.91 0.232
H 0.133 -3.303 -1.692 1.13 2.17 0.74 -0.247
H 1.453 -2.674 -0.407 -1.83 0.48 -1.91 -0.055
H 0.270 -0.885 -2.556 0.78 -0.34 -0.01 0.096
H 1.963 -0.533 -0.051 -0.93 0.68 -2.57 0.215
H 0.547 0.511 -0.834 2.02 -1.53 -0.45 0.160
H 3.676 0.534 -1.527 -2.14 0.75 -0.28 0.238
H 1.357 2.502 -0.476 2.07 -0.54 -1.30 0.216
H 2.575 3.311 -1.666 -0.27 -2.07 1.05 0.198
H 3.674 1.322 0.740 -0.30 1.99 -0.96 0.240
H 4.590 2.682 -0.289 -2.11 -0.86 1.28 0.263
H 4.156 3.719 1.975 -2.33 -0.20 -1.23 0.250
H 3.149 4.567 0.625 -0.27 -1.86 1.55 0.152
H 1.846 6.327 0.075 -0.45 1.36 2.20 0.394
H 2.642 9.152 0.878 -1.38 -1.45 1.96 0.313
H 0.429 6.818 4.372 1.42 1.01 -2.65 0.311
H 4.366 2.202 -2.985 -1.70 -0.46 -1.75 0.360
H 4.244 1.393 -4.683 -1.45 0.76 1.68 0.454
H 3.473 -0.640 -4.522 -1.92 0.69 1.38 0.401
H 0.251 -0.058 -4.572 2.19 -0.55 -0.93 -0.338
H 1.097 -1.375 -5.621 0.70 1.91 1.31 0.307
H 2.587 1.223 -6.348 -2.15 -0.71 0.33 0.276
H 1.330 0.212 -7.324 0.61 1.16 2.22 0.438
H 0.177 2.084 -4.987 0.44 0.01 -2.61 0.100
H 0.543 2.892 -6.723 -0.65 -2.09 1.11 0.416
H -1.552 1.776 -7.593 0.48 -1.16 2.02 0.419
H -1.077 0.074 -6.825 -0.50 2.40 0.66 0.321
H 3.250 -1.749 -2.165 -2.41 0.60 -1.15 0.435
H 2.437 -2.858 -4.756 -0.75 -0.58 2.43 0.367
H 1.031 -3.482 -3.669 2.11 0.70 0.26 0.258
H 3.294 -5.153 -3.802 -0.50 2.03 1.36 0.430
H 4.310 -3.694 -3.165 -2.32 -1.09 0.19 0.266
H 1.934 -4.782 -1.186 1.97 0.48 -0.66 0.155
H 3.508 -5.777 -1.475 -1.12 2.17 -0.17 0.170
H 3.619 -3.256 1.324 0.42 -2.18 -1.21 0.193
H 3.144 -5.090 0.927 1.44 1.62 -0.50 0.319
H 4.986 -4.537 1.093 -2.33 0.46 -1.24 0.176
C 8.098 5.740 4.770 -0.16 0.19 0.11 -1.029
C 7.926 5.561 3.271 -0.01 -0.05 0.11 -0.340
O 6.564 5.494 2.859 -0.09 -0.19 -0.12 -0.367
C 5.759 6.639 3.131 0.00 0.05 -0.01 0.150
C 6.255 7.904 2.454 0.18 0.08 0.00 -1.138
H 7.562 4.957 5.316 0.10 0.03 -0.08 0.280
H 9.156 5.700 5.041 -0.11 -0.02 -0.05 0.392
H 7.702 6.703 5.109 0.12 -0.07 -0.02 0.268
H 8.386 4.612 2.978 -0.25 0.06 -0.10 0.306
H 8.452 6.345 2.718 -0.01 0.07 0.05 0.303
H 5.657 6.782 4.213 0.06 0.06 -0.05 0.252
H 4.756 6.410 2.755 0.16 -0.16 0.02 -0.055
H 7.231 8.211 2.839 -0.11 0.04 0.01 0.319
H 5.555 8.728 2.624 0.06 -0.14 -0.01 0.381
H 6.362 7.748 1.376 -0.07 0.00 0.10 0.291
C -9.745 -1.611 3.043 -0.06 0.24 -0.11 -1.266
C -8.460 -1.628 3.852 -0.08 -0.04 -0.04 -0.182
O -7.381 -0.944 3.221 0.18 0.01 -0.11 -0.308
C -7.570 0.446 2.965 0.01 -0.07 0.07 -0.207
C -7.803 1.267 4.221 -0.14 -0.03 0.17 -1.077
H -9.573 -2.000 2.036 -0.01 -0.03 0.12 0.293
H -10.512 -2.219 3.531 0.10 0.04 -0.04 0.407
H -10.141 -0.596 2.938 -0.03 -0.12 0.06 0.281
H -8.139 -2.667 3.976 0.19 0.21 -0.05 0.328
H -8.622 -1.233 4.860 -0.05 0.03 0.00 0.274
H -8.381 0.591 2.241 -0.04 0.02 0.09 0.323
H -6.655 0.800 2.479 -0.04 -0.27 0.04 0.240
H -8.739 0.993 4.715 0.04 0.09 -0.06 0.277
H -7.854 2.333 3.977 0.02 -0.13 0.01 0.398
H -6.994 1.108 4.941 -0.04 0.03 -0.12 0.232
C -1.352 -8.807 -3.243 -0.23 0.16 0.00 -1.031
C -0.441 -8.421 -2.090 -0.03 -0.14 -0.13 -0.378
O -0.310 -7.013 -1.915 0.15 0.32 0.02 -0.277
C -1.505 -6.294 -1.623 0.01 -0.24 0.01 0.455
C -2.178 -6.733 -0.334 -0.03 -0.15 0.07 -1.243
H -1.025 -8.327 -4.170 0.03 -0.10 0.09 0.283
H -1.349 -9.891 -3.385 0.03 0.13 0.02 0.390
H -2.385 -8.496 -3.060 0.07 -0.12 -0.01 0.263
H 0.564 -8.803 -2.296 -0.04 0.27 0.10 0.306
H -0.765 -8.891 -1.156 -0.07 0.01 -0.02 0.321
H -2.199 -6.349 -2.470 -0.02 -0.04 0.07 0.299
H -1.219 -5.241 -1.527 0.18 -0.10 -0.08 -0.389
H -2.537 -7.763 -0.398 -0.04 0.13 -0.01 0.363
H -3.037 -6.092 -0.114 0.10 -0.07 -0.04 0.370
H -1.476 -6.683 0.504 -0.07 0.05 -0.09 0.317
C -4.447 -2.616 7.667 0.01 -0.01 0.29 -1.224
C -5.678 -1.946 7.080 -0.05 -0.14 0.02 -0.039
O -6.898 -2.369 7.681 -0.04 -0.03 -0.08 -0.436
C -7.041 -2.118 9.077 -0.04 0.03 -0.04 -0.302
C -6.982 -0.643 9.437 0.15 0.15 -0.07 -1.036
H -4.545 -3.705 7.628 0.00 0.11 -0.07 0.309
H -3.551 -2.320 7.116 -0.09 -0.02 0.02 0.393
H -4.300 -2.340 8.716 0.06 0.01 -0.12 0.287
H -5.745 -2.209 6.020 -0.24 0.01 0.15 0.242
H -5.592 -0.856 7.123 0.06 0.04 0.07 0.240
H -6.301 -2.694 9.645 0.03 0.09 -0.01 0.317
H -8.023 -2.509 9.364 0.14 -0.04 -0.27 0.323
H -5.998 -0.216 9.224 -0.05 -0.02 0.09 0.259
H -7.184 -0.501 10.503 0.01 -0.04 -0.14 0.392
H -7.717 -0.075 8.858 0.03 -0.10 0.09 0.268
C -4.208 6.590 -5.762 0.16 -0.02 0.26 -0.892
C -4.483 7.945 -6.392 -0.10 0.09 0.11 -0.567
O -4.791 8.963 -5.443 -0.04 -0.05 -0.03 -0.418
C -3.783 9.264 -4.482 -0.04 0.05 -0.06 -0.300
C -2.486 9.759 -5.098 0.11 -0.07 -0.17 -1.003
H -5.041 6.287 -5.121 0.02 0.03 -0.12 0.346
H -4.061 5.831 -6.535 -0.06 0.12 -0.01 0.359
H -3.308 6.611 -5.139 -0.02 -0.03 -0.09 0.345
H -5.356 7.855 -7.046 0.03 0.21 0.19 0.345
H -3.651 8.260 -7.029 0.08 -0.05 0.03 0.320
H -3.607 8.399 -3.832 0.07 -0.01 -0.05 0.273
H -4.191 10.053 -3.841 -0.15 -0.17 -0.21 0.323
H -2.006 8.985 -5.703 0.03 0.04 0.09 0.245
H -1.781 10.058 -4.317 -0.11 -0.02 -0.08 0.380
H -2.673 10.616 -5.753 0.00 -0.07 0.14 0.289
C 5.368 -9.210 0.704 0.12 -0.15 0.17 -1.253
C 5.541 -7.712 0.892 -0.02 -0.13 0.15 0.350
O 5.399 -7.288 2.244 -0.14 0.16 -0.09 -0.403
C 6.325 -7.829 3.183 0.07 0.01 0.06 -0.300
C 7.772 -7.488 2.873 0.09 -0.02 -0.20 -1.056
H 4.412 -9.543 1.119 0.06 0.08 -0.09 0.322
H 5.403 -9.469 -0.357 -0.01 0.04 0.09 0.394
H 6.158 -9.773 1.212 -0.05 0.05 -0.13 0.311
H 4.763 -7.197 0.321 0.01 0.09 0.24 -0.254
H 6.499 -7.372 0.486 0.07 -0.06 -0.01 0.328
H 6.184 -8.912 3.273 0.06 0.04 -0.06 0.312
H 6.065 -7.402 4.158 -0.17 0.02 -0.26 0.326
H 8.101 -7.942 1.934 0.03 -0.03 0.11 0.264
H 8.430 -7.851 3.668 -0.11 0.06 -0.09 0.398
H 7.901 -6.405 2.775 -0.03 -0.10 0.09 0.276
```
Forces are in eV/Å.

The spin multiplicity is 1. The energy comes out at -5053.477447 Ha. Its charge is +1. The calculation puts the LUMO energy at -0.1116 Eh.